<a>
Below is 2 unconnected molecules or ions with the total composition C5H15NO, with properties calculated with ωB97M-V/def2-TZVPD.

Structure (XYZ):
```
22
Properties=species:S:1:pos:R:3:lowdin_charge:R:1
C -1.2526 0.8286 -0.4062 -0.088
C 0.1672 0.1281 -0.5978 -0.407
C 0.3249 -0.2902 -2.1012 -0.080
N 0.4382 -1.0147 0.3647 -0.198
C -0.1918 -0.7178 1.6852 -0.138
C 0.1538 -2.4758 -0.0122 -0.072
H -1.5353 1.5509 -1.2309 0.075
H -2.0294 -0.0224 -0.3753 0.097
H -1.2311 1.3661 0.6134 0.077
H 0.9817 0.8805 -0.3255 0.131
H -0.1316 0.6579 -2.6078 0.094
H -0.2942 -1.2157 -2.3502 0.084
H 1.3659 -0.3617 -2.3592 0.058
H -0.0970 0.3171 1.8784 0.047
H 0.1647 -1.4501 2.4300 0.086
H -1.2415 -0.8236 1.8940 0.063
H 0.6152 -3.3019 0.5862 0.099
H -0.8644 -2.6093 -0.0283 0.034
H 0.2655 -2.4974 -1.0945 0.045
O 1.2239 3.4675 1.5478 -0.080
H 1.7294 3.1287 0.8363 -0.008
H 1.4386 4.4552 1.6531 0.083
```

## Properties
Lowest unoccupied orbital energy, eV: 0.78
Total charge: 0
HOMO-LUMO gap, eV: 8.9
HOMO energy, eV: -8.095



<b>
Below is 2 unconnected molecules or ions with the total composition C5H15NO, with properties calculated with ωB97M-V/def2-TZVPD.

Structure (XYZ):
```
22
Properties=species:S:1:pos:R:3:lowdin_charge:R:1
C 3.0803 0.3110 0.2913 -0.122
C 1.8614 1.0975 -0.1971 -0.253
C 0.7517 0.0516 -0.7153 -0.173
C 0.2386 -0.5829 0.6054 -0.288
N -1.1782 -0.7374 0.8169 -0.123
C -1.7293 -1.7635 -0.1242 -0.111
H 3.1968 -0.6202 -0.2825 0.076
H 4.0170 0.8720 0.0962 0.072
H 3.1363 0.1746 1.3660 0.066
H 2.1345 1.6873 -1.0713 0.091
H 1.3067 1.7684 0.4645 0.103
H 1.2610 -0.6870 -1.3555 0.103
H 0.0116 0.6614 -1.2386 0.093
H 0.6851 -0.0325 1.4253 0.100
H 0.8340 -1.4987 0.6198 0.105
H -1.4159 -1.2256 1.6716 0.101
H -0.9775 -2.5543 -0.2312 0.081
H -2.1000 -1.3285 -1.0493 0.073
H -2.6103 -2.1777 0.3596 0.077
O -2.7352 1.5530 -0.5709 -0.071
H -2.1030 2.2725 -0.5799 0.023
H -2.2525 0.7399 -0.3593 -0.022
```

## Properties
Lowest unoccupied orbital energy, eV: 0.99
Total charge: 0
HOMO-LUMO gap, eV: 10.3
HOMO energy, eV: -9.359



<c>
Below is 2 unconnected molecules or ions with the total composition C5H15NO, with properties calculated with ωB97M-V/def2-TZVPD.

Structure (XYZ):
```
22
Properties=species:S:1:pos:R:3:lowdin_charge:R:1
C -0.7208 1.4077 0.8315 -0.081
C -0.0702 0.0352 1.0710 -0.268
N 1.2045 -0.0978 0.3631 -0.214
C 1.8353 -1.3491 0.7641 -0.127
C 0.9084 -0.2375 -1.0771 -0.268
C 0.8856 1.0619 -1.8782 -0.098
H -1.6034 1.3765 0.1816 0.064
H -1.1441 1.8142 1.7419 0.066
H -0.0153 2.1165 0.4270 0.058
H 0.1300 0.0108 2.1467 0.110
H -0.7716 -0.7719 0.8564 0.101
H 2.8883 -1.3443 0.4887 0.083
H 1.4203 -2.2946 0.3827 0.085
H 1.7502 -1.4830 1.8415 0.077
H -0.0034 -0.8331 -1.2121 0.114
H 1.7223 -0.7733 -1.5666 0.106
H 1.4078 1.1177 -2.8080 0.054
H -0.0884 1.5335 -2.0572 0.067
H 1.3733 1.7806 -1.2077 0.070
O -3.8575 -0.8222 0.5609 -0.060
H -3.5873 -1.7425 0.4771 0.032
H -3.6641 -0.5056 -0.3274 0.030
```

## Properties
Lowest unoccupied orbital energy, eV: 0.74
Total charge: 0
HOMO-LUMO gap, eV: 9.7
HOMO energy, eV: -8.982



<d>
Below is 2 unconnected molecules or ions with the total composition C5H15NO, with properties calculated with ωB97M-V/def2-TZVPD.

Structure (XYZ):
```
22
Properties=species:S:1:pos:R:3:lowdin_charge:R:1
C -0.8691 1.6404 -2.6168 -0.114
C -1.2822 0.9063 -1.3653 -0.289
C -0.5313 1.1088 -0.0665 -0.270
C 0.9223 0.8028 -0.1131 -0.210
C 1.2150 -0.7028 0.3998 -0.284
N 1.4099 -1.0288 1.7907 -0.013
H -1.7888 1.6104 -3.2310 0.075
H -0.8896 2.7526 -2.3823 0.090
H 0.0801 1.5444 -3.1011 0.056
H -1.2927 -0.1828 -1.5293 0.105
H -2.3537 1.0264 -1.1334 0.112
H -0.7473 2.0418 0.4561 0.102
H -1.0067 0.5515 0.8095 0.132
H 1.5194 0.7632 -1.0382 0.102
H 1.5296 1.4518 0.5316 0.101
H 0.3199 -1.1449 -0.0395 0.088
H 2.2041 -1.0251 -0.0991 0.127
H 0.8585 -0.4374 2.4070 0.079
H 2.3715 -1.2326 1.9736 0.058
O -0.8945 -3.2451 2.8358 -0.082
H 0.0300 -2.9938 2.6861 0.003
H -0.8044 -4.2070 2.8254 0.030
```

## Properties
Lowest unoccupied orbital energy, eV: 1.03
Total charge: 0
HOMO-LUMO gap, eV: 9.9
HOMO energy, eV: -8.877



The structure with the greatest stability is <c>.